1.
{
  "formula": "C5H10FNO",
  "method": "ωB97M-V/def2-TZVPD",
  "e_above_lowest_kj_mol": 892.1,
  "e_lumo_ev": -0.006,
  "homo_lumo_gap_ev": 9.69,
  "species": ["F", "O", "N", "C", "C", "C", "C", "C", "H", "H", "H", "H", "H", "H", "H", "H", "H", "H"],
  "coordinates": [[1.133, 2.175, 0.997], [-1.078, 0.110, -1.001], [1.264, -1.724, -0.690], [0.764, 1.124, 0.234], [-0.763, 0.766, 0.252], [-2.171, -0.897, -1.151], [0.275, 0.045, 1.062], [0.797, -1.354, 0.619], [0.243, 0.224, 2.064], [-2.208, -1.248, 0.215], [1.605, -1.844, 1.367], [1.726, -0.635, -0.857], [-3.515, -0.351, -1.995], [-0.303, -1.631, 0.572], [0.527, -1.614, -1.419], [-1.465, 1.625, 0.606], [1.233, 0.979, -0.807], [-1.682, -1.994, -1.976]]
}

2.
{
  "formula": "C5H10FP",
  "method": "ωB97M-V/def2-TZVPD",
  "e_above_lowest_kj_mol": 335.2,
  "smiles": "C=C[PH2]=C(F)CC",
  "e_lumo_ev": 0.412,
  "homo_lumo_gap_ev": 8.09,
  "species": ["P", "F", "C", "C", "C", "C", "C", "H", "H", "H", "H", "H", "H", "H", "H", "H", "H"],
  "coordinates": [[-0.873, 0.254, 0.310], [0.437, -1.948, 0.482], [0.603, -0.612, -0.011], [-3.401, -0.009, -0.150], [1.917, -0.018, 0.596], [2.845, 0.259, -0.501], [-2.282, -0.692, -0.147], [-0.833, 1.167, -0.696], [2.579, 1.131, -1.165], [2.388, -0.730, 1.296], [3.847, 0.651, -0.179], [3.180, -0.623, -1.214], [-3.555, 1.005, 0.213], [-1.693, 1.223, 1.025], [1.694, 0.986, 1.068], [-4.400, -0.338, -0.491], [-2.453, -1.706, -0.436]]
}

3.
{
  "formula": "C5H10I2O2S",
  "method": "ωB97M-V/def2-TZVPD",
  "e_lumo_ev": -0.629,
  "homo_lumo_gap_ev": 8.38,
  "species": ["I", "I", "S", "O", "O", "C", "C", "C", "C", "C", "H", "H", "H", "H", "H", "H", "H", "H", "H", "H"],
  "coordinates": [[1.904, -0.841, 3.637], [1.909, -2.809, 0.666], [0.672, 0.725, 0.736], [0.081, 1.137, 1.977], [1.686, 1.580, 0.168], [-1.369, -0.952, 0.030], [-1.464, 1.529, -0.657], [-0.644, 0.201, -0.554], [2.083, -0.858, 1.562], [0.257, -0.188, -1.752], [-0.351, -0.015, -2.712], [-2.372, 1.461, -1.254], [-1.580, -1.772, -0.659], [-1.685, 1.804, 0.445], [1.232, 0.346, -1.784], [0.380, -1.355, -1.513], [-0.798, -1.225, 0.960], [3.045, -0.301, 1.382], [-0.614, 2.187, -1.090], [-2.370, -0.655, 0.411]]
}